1.
2 unconnected molecules or ions with the total composition C4H8O2 in a non-equilibrium geometry. Source: the OMol25 dataset; level of theory: ωB97M-V/def2-TZVPD.

Summary:
- Kohn-Sham gap: 10.764 eV
- Relative energy (zero: lowest compared OMol25 entry of this formula, charge and spin): 204.70 kJ/mol
- E_tot: -8371.1601 eV
- SMILES: CC=O.CC=O

Structure (ORCA input):
```
! RIJCOSX wB97M-V def2-TZVPD def2/J DEFGRID3
* xyz 0 1
C 1.83 -0.97 4.90
C 1.33 -1.40 6.28
O 0.16 -1.67 6.34
H 1.06 -0.30 4.46
H 1.99 -1.81 4.21
H 2.77 -0.40 4.99
H 2.16 -1.41 7.03
C 5.96 -2.32 -2.57
C 4.61 -1.95 -1.88
O 4.68 -1.39 -0.79
H 6.20 -1.64 -3.41
H 5.73 -3.32 -2.98
H 6.84 -2.40 -1.92
H 3.71 -2.10 -2.52
*
```

Here are the natural (NBO) charges for atoms 1 to 6, given in e: C -0.727; C 0.440; O -0.511; H 0.236; H 0.241; H 0.208

---

2.
C4H8O2 in the gas phase. Source: the OMol25 dataset; level of theory: ωB97M-V/def2-TZVPD.

Summary:
- Kohn-Sham gap: 8.632 eV
- Relative energy (zero: lowest compared OMol25 entry of this formula, charge and spin): 436.49 kJ/mol
- E_tot: -8368.7579 eV

Structure (ORCA input):
```
! RIJCOSX wB97M-V def2-TZVPD def2/J DEFGRID3
* xyz 0 1
C 0.01 -1.21 1.52
C -0.79 -0.40 0.60
O 0.24 1.95 0.08
C -0.27 1.26 -1.06
C -0.21 -0.25 -0.77
O 1.08 -0.78 -1.04
H 1.08 -1.29 1.32
H -0.20 -1.01 2.57
H -0.42 -2.21 1.31
H -0.43 1.83 0.78
H 0.39 1.49 -1.91
H -1.29 1.57 -1.31
H -0.91 -0.78 -1.44
H 1.72 -0.16 -0.65
*
```

Here are the natural (NBO) charges for atoms 1 to 6, given in e: C -0.795; C 0.153; O -0.726; C -0.072; C -0.132; O -0.725

---

3.
C4H8O2 in the gas phase. Source: the OMol25 dataset; level of theory: ωB97M-V/def2-TZVPD.

Summary:
- Kohn-Sham gap: 10.758 eV
- Relative energy (zero: lowest compared OMol25 entry of this formula, charge and spin): 189.71 kJ/mol
- E_tot: -8371.3156 eV
- SMILES: CCOCC=O

Structure (ORCA input):
```
! RIJCOSX wB97M-V def2-TZVPD def2/J DEFGRID3
* xyz 0 1
C 0.34 1.80 -0.62
C 0.93 0.40 -0.45
O 0.57 -0.01 0.87
C -0.15 -1.19 1.08
C -1.28 -1.41 0.10
O -1.47 -2.46 -0.47
H -0.21 1.94 0.31
H -0.35 1.91 -1.46
H 1.10 2.59 -0.68
H 0.55 -0.30 -1.22
H 2.02 0.40 -0.53
H -0.61 -1.08 2.08
H 0.49 -2.08 1.10
H -1.95 -0.54 -0.07
*
```

Here are the natural (NBO) charges for atoms 1 to 6, given in e: C -0.647; C -0.075; O -0.538; C -0.160; C 0.403; O -0.503

---

4.
C4H8O2 in the gas phase. Source: the OMol25 dataset; level of theory: ωB97M-V/def2-TZVPD.

Summary:
- Kohn-Sham gap: 10.579 eV
- Relative energy (zero: lowest compared OMol25 entry of this formula, charge and spin): 174.22 kJ/mol
- E_tot: -8371.4761 eV
- SMILES: C[C@@]1(O)C[C@H]1O

Structure (ORCA input):
```
! RIJCOSX wB97M-V def2-TZVPD def2/J DEFGRID3
* xyz 0 1
C -1.05 0.21 -1.03
C -0.09 0.48 0.11
O 0.21 1.82 0.38
C -0.02 -0.49 1.26
C 1.10 -0.43 0.26
O 1.23 -1.53 -0.58
H -2.10 0.30 -0.73
H -0.89 -0.81 -1.40
H -0.85 0.92 -1.84
H -0.47 2.16 0.98
H 0.17 -0.10 2.26
H -0.66 -1.36 1.22
H 2.03 0.04 0.58
H 1.39 -1.21 -1.47
*
```

Here are the natural (NBO) charges for atoms 1 to 6, given in e: C -0.641; C 0.206; O -0.700; C -0.467; C 0.067; O -0.700

---

5.
C4H8O2 in the gas phase. Source: the OMol25 dataset; level of theory: ωB97M-V/def2-TZVPD.

Summary:
- Kohn-Sham gap: 11.393 eV
- Relative energy (zero: lowest compared OMol25 entry of this formula, charge and spin): 34.85 kJ/mol
- E_tot: -8372.9205 eV
- SMILES: CCC(=O)OC

Structure (ORCA input):
```
! RIJCOSX wB97M-V def2-TZVPD def2/J DEFGRID3
* xyz 0 1
C -2.25 -0.23 -0.01
C -1.03 0.59 0.39
C 0.24 0.06 -0.24
O 0.31 -0.39 -1.36
O 1.31 0.17 0.57
C 2.55 -0.22 -0.02
H -3.16 0.23 0.36
H -2.31 -0.30 -1.10
H -2.19 -1.25 0.39
H -1.14 1.62 0.03
H -0.90 0.65 1.48
H 3.30 -0.13 0.76
H 2.49 -1.25 -0.39
H 2.78 0.44 -0.86
*
```

Here are the natural (NBO) charges for atoms 1 to 6, given in e: C -0.602; C -0.503; C 0.794; O -0.605; O -0.505; C -0.264

---

6.
C4H8O2 in the gas phase. Source: the OMol25 dataset; level of theory: ωB97M-V/def2-TZVPD.

Summary:
- Kohn-Sham gap: 9.415 eV
- Relative energy (zero: lowest compared OMol25 entry of this formula, charge and spin): 345.68 kJ/mol
- E_tot: -8369.6990 eV

Structure (ORCA input):
```
! RIJCOSX wB97M-V def2-TZVPD def2/J DEFGRID3
* xyz 0 1
O -1.51 1.15 -0.06
C -0.38 1.84 0.00
C 0.71 0.98 0.59
C 0.88 -0.55 0.34
C 0.05 -1.19 -0.78
O -1.24 -1.58 -0.36
H -2.20 1.74 -0.40
H 0.00 -0.51 -1.65
H 1.65 1.49 0.37
H 0.53 1.19 1.66
H 1.94 -0.71 0.11
H 0.69 -1.12 1.26
H 0.54 -2.10 -1.11
H -1.69 -0.78 -0.07
*
```

Here are the natural (NBO) charges for atoms 1 to 6, given in e: O -0.698; C 0.277; C -0.589; C -0.439; C -0.065; O -0.727

---

7.
C4H8O2 in the gas phase. Source: the OMol25 dataset; level of theory: ωB97M-V/def2-TZVPD.

Summary:
- Kohn-Sham gap: 10.539 eV
- Relative energy (zero: lowest compared OMol25 entry of this formula, charge and spin): 156.23 kJ/mol
- E_tot: -8371.6625 eV
- SMILES: COCCC=O

Structure (ORCA input):
```
! RIJCOSX wB97M-V def2-TZVPD def2/J DEFGRID3
* xyz 0 1
C 2.06 0.53 -0.41
O 0.68 0.31 -0.47
C 0.22 -0.39 0.67
C -1.26 -0.71 0.50
C -2.15 0.46 0.10
O -3.27 0.61 0.53
H 2.35 1.07 -1.31
H 2.61 -0.43 -0.38
H 2.34 1.12 0.47
H 0.42 0.20 1.58
H 0.78 -1.33 0.78
H -1.66 -1.15 1.41
H -1.37 -1.45 -0.30
H -1.74 1.15 -0.66
*
```

Here are the natural (NBO) charges for atoms 1 to 6, given in e: C -0.247; O -0.543; C -0.054; C -0.533; C 0.440; O -0.520

---

8.
C4H8O2 in the gas phase. Source: the OMol25 dataset; level of theory: ωB97M-V/def2-TZVPD.

Summary:
- Kohn-Sham gap: 9.037 eV
- Relative energy (zero: lowest compared OMol25 entry of this formula, charge and spin): 547.51 kJ/mol
- E_tot: -8367.6072 eV

Structure (ORCA input):
```
! RIJCOSX wB97M-V def2-TZVPD def2/J DEFGRID3
* xyz 0 1
C 1.75 -0.65 -0.95
O 0.63 0.24 -0.78
C -0.59 -0.48 -0.02
C -0.49 0.07 1.30
C -1.60 0.52 0.43
O -1.62 1.82 -0.10
H 1.48 -1.37 -1.73
H 1.97 -1.16 -0.01
H 2.60 -0.05 -1.28
H -0.73 -1.45 -0.49
H 0.70 0.70 0.19
H -0.58 -0.47 2.24
H -2.62 0.14 0.53
H -1.12 2.37 0.53
*
```

Here are the natural (NBO) charges for atoms 1 to 6, given in e: C -0.271; O -0.575; C -0.009; C -0.634; C 0.037; O -0.722

---

9.
2 unconnected molecules or ions with the total composition C4H8O2 in a non-equilibrium geometry. Source: the OMol25 dataset; level of theory: ωB97M-V/def2-TZVPD.

Summary:
- Kohn-Sham gap: 8.389 eV
- Relative energy (zero: lowest compared OMol25 entry of this formula, charge and spin): 287.29 kJ/mol
- E_tot: -8370.3041 eV
- SMILES: C=C/C=C/O.O

Structure (ORCA input):
```
! RIJCOSX wB97M-V def2-TZVPD def2/J DEFGRID3
* xyz 0 1
C 1.73 -0.19 2.35
C 1.62 -0.71 1.09
C 0.59 -0.23 0.15
C -0.06 -0.95 -0.87
O -0.66 -0.28 -1.93
H 2.33 -0.58 3.16
H 1.27 0.80 2.52
H 2.45 -1.35 0.76
H 0.27 0.84 0.19
H -0.02 -2.07 -1.03
H -1.14 0.37 -1.44
O -2.25 1.58 -0.47
H -2.97 1.61 -1.07
H -2.21 2.48 -0.23
*
```

Here are the natural (NBO) charges for atoms 1 to 6, given in e: C -0.387; C -0.215; C -0.344; C 0.160; O -0.706; H 0.200

---

10.
2 unconnected molecules or ions with the total composition C4H8O2. Source: the OMol25 dataset; level of theory: ωB97M-V/def2-TZVPD.

Summary:
- Kohn-Sham gap: 9.815 eV
- Relative energy (zero: lowest compared OMol25 entry of this formula, charge and spin): 347.05 kJ/mol
- E_tot: -8369.6848 eV

Structure (ORCA input):
```
! RIJCOSX wB97M-V def2-TZVPD def2/J DEFGRID3
* xyz 0 1
C 0.99 2.45 -0.54
C 1.68 1.63 0.25
C -0.25 -0.43 0.70
O -0.68 -0.19 -0.53
O -0.63 -1.63 1.09
C -1.39 -2.49 0.23
H 0.21 3.09 -0.12
H 1.18 2.53 -1.60
H -0.32 0.69 -0.74
H 2.45 0.97 -0.15
H 1.48 1.53 1.31
H -1.76 -3.28 0.89
H -2.22 -1.95 -0.23
H -0.75 -2.91 -0.54
*
```

Here are the natural (NBO) charges for atoms 1 to 6, given in e: C -0.486; C -0.341; C 0.426; O -0.721; O -0.509; C -0.290

---

11.
A molecular structure, C4H8O2 in a non-equilibrium geometry. Source: the OMol25 dataset; level of theory: ωB97M-V/def2-TZVPD.

Summary:
- Kohn-Sham gap: 11.057 eV
- Relative energy (zero: lowest compared OMol25 entry of this formula, charge and spin): 422.49 kJ/mol
- E_tot: -8368.9030 eV

Structure (ORCA input):
```
! RIJCOSX wB97M-V def2-TZVPD def2/J DEFGRID3
* xyz 0 1
C -1.96 1.11 0.07
C -0.70 0.24 -0.54
C 0.33 -0.24 0.38
C 1.64 -0.88 -0.26
H -1.41 1.72 0.61
H -2.01 0.32 0.71
H -2.61 1.42 -0.59
H -1.00 -0.68 -1.28
H -0.14 0.87 -1.36
H 0.52 0.88 1.16
H 0.12 -0.94 1.36
H 3.20 -1.28 0.32
O 2.43 -1.30 0.75
O 1.59 -1.25 -1.33
*
```

Here are the natural (NBO) charges for atoms 1 to 6, given in e: C -0.594; C -0.426; C -0.520; C 0.796; H 0.198; H 0.218

---

12.
A molecular structure, C4H8O2 in a non-equilibrium geometry. Source: the OMol25 dataset; level of theory: ωB97M-V/def2-TZVPD.

Summary:
- Kohn-Sham gap: 9.353 eV
- Relative energy (zero: lowest compared OMol25 entry of this formula, charge and spin): 434.39 kJ/mol
- E_tot: -8368.7796 eV

Structure (ORCA input):
```
! RIJCOSX wB97M-V def2-TZVPD def2/J DEFGRID3
* xyz 0 1
C -1.77 -0.51 -0.34
C -0.31 -0.72 0.00
C 0.35 0.20 0.83
O 1.42 -0.27 1.57
C 1.38 1.29 -0.55
O 2.40 1.78 -0.35
H -2.04 -1.06 -1.25
H -1.97 0.55 -0.52
H -2.43 -0.85 0.47
H 0.33 -0.42 -1.32
H 0.05 -1.75 0.06
H -0.21 1.03 1.27
H 1.99 0.48 1.80
H 0.81 0.27 -1.67
*
```

Here are the natural (NBO) charges for atoms 1 to 6, given in e: C -0.623; C -0.322; C 0.044; O -0.692; C 0.498; O -0.527

---

13.
2 unconnected molecules or ions with the total composition C4H8O2. Source: the OMol25 dataset; level of theory: ωB97M-V/def2-TZVPD.

Summary:
- Kohn-Sham gap: 10.833 eV
- Relative energy (zero: lowest compared OMol25 entry of this formula, charge and spin): 217.49 kJ/mol
- E_tot: -8371.0276 eV
- SMILES: O=CCO.C=C

Structure (ORCA input):
```
! RIJCOSX wB97M-V def2-TZVPD def2/J DEFGRID3
* xyz 0 1
O 2.09 -0.99 0.78
C 1.37 -0.10 1.15
C 1.18 1.22 0.42
O -0.13 1.72 0.59
H 0.77 -0.19 2.09
H 1.86 1.95 0.86
H 1.47 1.08 -0.63
H -0.72 1.13 0.10
C -1.73 -1.04 -0.42
C -0.82 -0.91 -1.38
H -1.48 -1.48 0.55
H -2.77 -0.74 -0.56
H 0.21 -1.22 -1.23
H -1.08 -0.48 -2.35
*
```

Here are the natural (NBO) charges for atoms 1 to 6, given in e: O -0.520; C 0.414; C -0.178; O -0.712; H 0.111; H 0.208

---

14.
C4H8O2 in the gas phase. Source: the OMol25 dataset; level of theory: ωB97M-V/def2-TZVPD.

Summary:
- Kohn-Sham gap: 11.299 eV
- Relative energy (zero: lowest compared OMol25 entry of this formula, charge and spin): 82.37 kJ/mol
- E_tot: -8372.4280 eV
- SMILES: CCC(=O)OC

Structure (ORCA input):
```
! RIJCOSX wB97M-V def2-TZVPD def2/J DEFGRID3
* xyz 0 1
C 1.28 1.65 0.24
C 0.03 1.00 0.96
C -0.39 -0.05 -0.03
O -0.16 0.10 -1.21
O -0.92 -1.20 0.42
C -0.99 -2.15 -0.67
H 1.51 2.63 0.64
H 2.16 1.00 0.29
H 1.10 1.78 -0.84
H 0.08 0.58 1.98
H -0.74 1.79 1.04
H -1.30 -3.10 -0.25
H -1.68 -1.80 -1.43
H 0.00 -2.22 -1.13
*
```

Here are the natural (NBO) charges for atoms 1 to 6, given in e: C -0.605; C -0.514; C 0.785; O -0.618; O -0.497; C -0.265

---

15.
C4H8O2 in the gas phase. Source: the OMol25 dataset; level of theory: ωB97M-V/def2-TZVPD.

Summary:
- Kohn-Sham gap: 10.987 eV
- Relative energy (zero: lowest compared OMol25 entry of this formula, charge and spin): 130.93 kJ/mol
- E_tot: -8371.9248 eV
- SMILES: C[C@H]1COCO1

Structure (ORCA input):
```
! RIJCOSX wB97M-V def2-TZVPD def2/J DEFGRID3
* xyz 0 1
C 1.28 -0.34 1.57
C 0.50 -0.68 0.30
C -1.02 -0.47 0.42
O -1.38 0.15 -0.80
C -0.33 1.00 -1.05
O 0.86 0.28 -0.72
H 1.01 -1.00 2.40
H 1.13 0.72 1.85
H 2.36 -0.47 1.41
H 0.68 -1.70 -0.09
H -1.57 -1.40 0.49
H -1.28 0.19 1.26
H -0.33 1.28 -2.11
H -0.42 1.91 -0.45
*
```

Here are the natural (NBO) charges for atoms 1 to 6, given in e: C -0.631; C 0.063; C -0.102; O -0.513; C 0.223; O -0.539

---

16.
2 unconnected molecules or ions with the total composition C4H8O2 in a non-equilibrium geometry. Source: the OMol25 dataset; level of theory: ωB97M-V/def2-TZVPD.

Summary:
- Kohn-Sham gap: 8.764 eV
- Relative energy (zero: lowest compared OMol25 entry of this formula, charge and spin): 370.55 kJ/mol
- E_tot: -8369.4412 eV
- SMILES: C=CCC=O.O

Structure (ORCA input):
```
! RIJCOSX wB97M-V def2-TZVPD def2/J DEFGRID3
* xyz 0 1
C 0.04 -0.58 1.39
C 0.22 0.61 0.72
C -0.71 0.89 -0.39
C -1.12 -0.49 -0.81
O -0.32 -1.16 -1.49
H 0.24 -1.55 0.93
H 0.16 -0.57 2.47
H 0.52 1.48 1.29
H -0.28 1.46 -1.21
H -1.52 1.48 0.03
H -2.16 -0.84 -0.71
O 1.74 0.15 -0.81
H 1.01 -0.52 -1.28
H 2.20 -0.36 -0.13
*
```

Here are the natural (NBO) charges for atoms 1 to 6, given in e: C -0.586; C -0.020; C -0.567; C 0.486; O -0.569; H 0.214

---

17.
C4H8O2 in the gas phase. Source: the OMol25 dataset; level of theory: ωB97M-V/def2-TZVPD.

Summary:
- Kohn-Sham gap: 10.932 eV
- Relative energy (zero: lowest compared OMol25 entry of this formula, charge and spin): 161.88 kJ/mol
- E_tot: -8371.6040 eV
- SMILES: O[C@H]1C[C@@H](O)C1

Structure (ORCA input):
```
! RIJCOSX wB97M-V def2-TZVPD def2/J DEFGRID3
* xyz 0 1
O 2.06 0.74 -0.23
C 1.01 0.25 0.57
C -0.37 0.94 0.42
C -0.99 -0.40 -0.05
O -1.35 -0.43 -1.42
C 0.37 -1.10 0.14
H 1.76 0.71 -1.15
H 1.40 0.25 1.59
H -0.38 1.71 -0.35
H -0.78 1.34 1.35
H -1.80 -0.78 0.58
H -2.10 0.17 -1.53
H 0.77 -1.49 -0.80
H 0.40 -1.89 0.89
*
```

Here are the natural (NBO) charges for atoms 1 to 6, given in e: O -0.701; C 0.109; C -0.471; C 0.095; O -0.717; C -0.457